Entry 1:
C5H13NO | ωB97M-V/def2-TZVPD

```
20
Properties=species:S:1:pos:R:3:forces:R:3
C 1.81541 1.43600 -1.67781 -0.0014 -0.1314 -0.2394
C 0.71334 0.47457 -1.20234 1.6959 0.3562 1.3472
C 1.36675 -0.90152 -0.97757 -0.5177 -1.2252 -1.4755
C 0.12732 1.04657 0.08303 -1.1199 -0.4213 0.3349
N -1.03556 0.34540 0.64043 -0.7329 0.1226 -1.1439
C -0.98962 -0.97966 1.15663 -0.2360 -0.2925 1.6415
O -2.25747 -1.24399 1.79468 0.1060 0.2059 -0.2420
H 2.41570 0.92451 -2.43533 -0.2386 0.3142 -0.2998
H 1.35574 2.34528 -2.07260 0.3092 0.0263 -0.0817
H 2.54916 1.70289 -0.91484 -0.2792 0.0259 0.3166
H -0.05356 0.49734 -1.97807 -0.0566 -0.6400 0.1106
H 2.04973 -1.14985 -0.16032 -0.3764 0.9777 0.5175
H 0.59523 -1.67840 -0.97806 0.1738 0.0169 0.0865
H 1.99666 -1.15106 -1.84211 -0.2344 0.1153 -0.1334
H -0.28650 2.03156 -0.16880 0.4329 0.0443 0.2839
H 0.86339 1.11271 0.89138 0.5975 0.3063 -0.3505
H -1.50308 0.95016 1.29537 -0.1366 -0.1036 0.1974
H -0.83848 -1.76387 0.41757 0.2774 0.3243 -0.2170
H -0.27094 -1.07737 1.99661 0.4808 -0.1558 -0.4872
H -2.06862 -1.82674 2.53975 -0.1439 0.1336 -0.1657
```
Positions in Å, forces in eV/Å.

Properties
Gap between HOMO and LUMO (hartree): 0.351
Relative energy (zero: lowest compared OMol25 entry of this formula, charge and spin) (kJ/mol): 144.2
SMILES: CC(C)CNCO

Atom charges from the natural (NBO) analysis, given in e for atoms 1 to 2: -0.600 -0.235

***

Entry 2:
C16H32F2LiNO12S6 | ωB97M-V/def2-TZVPD

```
70
Properties=species:S:1:pos:R:3:forces:R:3
Li -0.12179 -0.57866 -0.12191 -0.5730 -0.2450 -0.1002
N -2.96926 -3.16071 1.22258 4.8118 -5.9247 -3.0693
S -3.18331 -1.75720 0.85893 -6.6022 7.8801 1.2127
O -4.37974 -1.57509 0.03845 1.9495 0.3494 -0.2014
O -2.16768 -0.73073 0.81051 -0.1161 -0.7862 -0.6517
F -3.79078 -1.55922 2.28502 -0.8383 1.8588 1.8749
S -2.00935 -3.46334 -0.10537 1.6285 -6.2429 -2.7709
O -0.70798 -2.78621 -0.15059 -2.1755 -0.5799 0.0034
O -2.74617 -3.84768 -1.35270 1.7664 2.2103 2.9610
F -1.51403 -4.98589 0.28944 -0.4510 1.3624 0.3957
C -0.97654 4.56265 0.96773 0.3839 0.0476 1.2256
C 0.49445 4.48963 1.31177 1.7827 0.3174 -0.1072
C 1.16339 3.24918 0.69069 0.6523 -0.9340 0.3197
S 0.00446 2.54180 -0.59924 0.3834 2.0313 -0.0075
O -0.74598 1.41977 -0.07740 0.2982 0.3179 -0.0213
O 0.55983 2.45241 -1.94938 -0.4011 0.2548 1.8952
C -1.01702 4.09281 -0.41941 -0.4366 -1.1738 -2.2919
H -1.25935 5.60638 1.10458 -0.4773 -0.1326 -0.2279
H -1.58384 3.92330 1.60845 0.0012 0.0582 0.1374
H 0.76970 4.67216 2.35054 -0.4469 -0.7903 0.3440
H 1.05926 5.32077 0.88952 -0.5325 0.4013 -0.5830
H 1.46875 2.54094 1.46092 -0.6558 -0.5723 -0.1638
H 2.12051 3.46176 0.21444 -0.2617 0.2882 -0.4278
H -1.98826 3.81053 -0.82574 -0.1036 0.2029 0.0494
H -0.53088 4.80492 -1.08625 -0.0205 -0.0598 -0.1868
C 4.80683 -2.48642 -1.56330 0.8990 0.5566 -1.8013
C 5.54959 -1.13652 -1.47887 -1.9273 0.0261 0.7937
C 4.42203 -0.26402 -0.93601 -0.4390 1.0872 -0.0613
S 2.82668 -0.62027 -1.86212 -0.3612 0.8387 -1.6021
O 2.60950 0.05745 -3.17130 0.8302 -0.7646 2.9759
O 1.71915 -0.56857 -0.87843 2.0733 -0.3811 -1.1235
C 3.50877 -2.20971 -2.32038 -1.1012 -2.5100 0.0968
H 4.73565 -2.94699 -0.57796 -0.3096 -0.0071 -0.1909
H 5.49902 -3.02106 -2.21380 -0.4531 -0.9711 0.2057
H 5.88581 -0.78017 -2.45256 0.4013 -0.2082 0.2160
H 6.28816 -1.31965 -0.69842 0.5058 0.7613 -0.4330
H 4.52960 0.82004 -0.97265 0.1977 -0.0298 0.1661
H 4.25246 -0.62664 0.07782 -0.4722 0.3942 0.0894
H 3.56800 -2.35992 -3.39835 0.6904 1.2356 -0.2017
H 2.77182 -3.00765 -2.22941 -0.3873 0.0423 1.0829
C 0.55254 -1.00090 5.59526 3.7065 -2.5720 0.4713
C -0.23376 0.20503 5.55613 -3.8444 0.8846 -0.5897
C -0.78747 0.38364 4.09691 -0.0435 0.3905 0.7446
S -0.05220 -0.92835 3.07677 -0.0360 2.3087 -0.5465
O 0.38346 -0.25215 1.84752 0.4468 -0.9956 0.6782
O -0.91330 -2.08141 2.96832 1.1186 0.4024 0.8248
C 1.32599 -1.08250 4.28333 -1.0532 -0.1383 -1.3591
H 0.09383 -1.96569 5.81175 -0.4958 0.3326 0.0574
H 1.35193 -0.84147 6.31890 -0.0956 -0.4666 0.5041
H 0.22298 1.07857 6.02133 0.2181 0.0186 -0.5677
H -1.15074 0.01940 6.11539 0.1168 0.2199 0.5278
H -0.51231 1.38860 3.77684 0.0293 -0.3410 -0.7434
H -1.86878 0.26738 4.02355 0.0510 0.0099 0.0632
H 1.88025 -0.14503 4.23793 0.2145 -0.1100 -0.6491
H 1.89928 -1.93540 3.92004 0.1301 -0.1129 0.7838
C -3.84149 0.12376 -3.03991 -1.9324 0.3138 2.1254
C -3.68217 -1.21774 -3.71479 -0.2635 -1.2169 0.2285
C -2.26784 -1.34226 -4.31877 -0.6986 -0.4189 -0.6094
S -1.21671 -0.26128 -3.39032 -0.1519 2.2856 2.9134
O -0.26117 0.51642 -4.16118 -0.3664 -1.5528 0.0962
O -0.83367 -0.88152 -2.09556 -0.1758 0.2059 -2.3023
C -2.55369 0.89567 -2.96107 0.3295 0.2005 -2.0725
H -4.37071 0.04796 -2.09002 0.6784 -0.5991 0.5705
H -4.67109 0.61450 -3.54885 0.6641 0.8134 -0.6379
H -4.56334 -1.27950 -4.35341 0.7517 -0.1231 -1.1865
H -3.89557 -2.10633 -3.12067 0.5420 0.3390 0.8803
H -2.26795 -0.95506 -5.33767 0.3889 -0.2018 -0.0762
H -1.86701 -2.35198 -4.22986 -0.0146 0.0691 -0.2516
H -2.59346 1.49676 -3.86949 0.4962 0.4575 0.0051
H -2.22727 1.55672 -2.15823 -0.4235 -0.6120 0.2966
```
Positions in Å, forces in eV/Å.

Properties
Gap between HOMO and LUMO (hartree): 0.329
Relative energy (zero: lowest compared OMol25 entry of this formula, charge and spin) (kJ/mol): 271.5

Atom charges from the natural (NBO) analysis, given in e for atoms 1 to 2: 0.858 -1.015

***

Entry 3:
C30H52CuNO7P2S4Si | ωB97M-V/def2-TZVPD

```
98
Properties=species:S:1:pos:R:3:forces:R:3
Cu -0.93585 0.73409 -0.59448 -0.7288 -0.0110 0.1526
C 2.07335 -1.22341 2.69412 -0.1643 0.3190 -0.0382
P 1.06735 0.28699 2.30712 1.2752 -0.0358 0.4194
C 2.20325 1.53529 3.08682 -0.0683 -0.2003 -0.0631
C -0.12415 0.28279 3.70652 -0.0391 0.0068 -0.2981
C 0.08975 -0.28541 4.95222 0.0849 -0.0793 0.0998
C -0.85735 -0.15531 5.95322 0.0434 -0.1395 0.1291
C -2.01285 0.57029 5.71932 -0.1390 -0.0266 0.0432
C -2.24545 1.11509 4.46692 -0.0247 0.0578 0.0601
C -1.32265 0.94779 3.44172 0.2064 -0.0225 -0.1865
P -1.58005 1.47389 1.68812 -1.1351 1.0116 -0.0448
C -1.65515 3.29809 1.95332 0.0098 -0.1698 -0.0833
C -3.38875 1.17049 1.51792 0.1086 0.0044 0.2251
H 1.44505 -2.10241 2.59402 -0.0169 -0.1804 -0.0290
H 2.52755 -1.19411 3.68452 0.0513 -0.0345 0.0649
H 2.85995 -1.28191 1.94382 0.0619 -0.0413 -0.0237
H 2.39725 1.30729 4.13642 0.0694 0.0379 0.0307
H 1.74845 2.52169 3.00752 0.0436 0.0984 0.0038
H 3.13925 1.53619 2.53042 0.0773 0.0833 -0.0128
H 0.99825 -0.83721 5.15162 0.0869 -0.0167 0.0078
H -0.68925 -0.61761 6.91692 0.0137 0.0139 0.0900
H -2.74285 0.69109 6.50762 -0.0646 0.0371 0.0505
H -3.16125 1.66229 4.30522 -0.1229 0.0680 -0.0924
H -2.39985 3.57329 2.70222 0.0203 0.0712 0.0034
H -1.91135 3.74539 0.99192 -0.0194 0.0977 0.0442
H -0.67425 3.65589 2.25862 0.0775 0.1118 0.0373
H -3.95745 1.44379 2.40392 -0.0899 0.0687 0.0885
H -3.53665 0.12029 1.27542 -0.0869 0.0284 0.0054
H -3.72575 1.76559 0.66972 -0.0241 -0.0749 -0.0262
O -5.13855 0.35489 -5.66088 -0.2176 -0.0255 -0.3579
C -4.52815 0.45609 -4.63148 0.1421 -0.0110 0.3931
S -4.25875 -0.87901 -3.50688 0.0372 -0.0524 0.0304
C -3.29885 -0.00831 -2.31328 -0.1704 -0.5943 0.0972
C -3.10175 1.32149 -2.55738 -0.0295 0.5646 -0.0812
S -2.21315 2.40079 -1.57288 -0.0533 0.0706 -0.3026
S -3.81205 1.95439 -4.04538 0.1428 0.1031 0.0519
S -2.63735 -0.89881 -1.01668 0.1140 0.1049 -0.2842
C 1.61525 -0.82361 -5.59038 -0.0209 0.2308 0.1678
C 0.68555 0.20729 -4.94218 -0.4157 -0.2961 -0.6628
C 0.16585 1.17999 -6.00978 0.1433 -0.2145 0.3560
C -0.48625 -0.50231 -4.26808 0.2651 0.2133 -0.0492
O 1.41025 0.97409 -4.01258 -0.0132 0.3166 -0.0273
Si 1.83085 0.61079 -2.47008 -0.3097 0.0881 0.2277
O 0.70085 0.52309 -1.37278 0.8869 -0.1477 -0.4682
O 2.93935 1.77169 -2.11108 0.3416 -0.1203 -0.0649
C 2.65825 3.06919 -1.64828 0.1427 0.7627 0.3226
C 1.48925 3.70509 -2.40218 0.1999 -0.2337 0.0403
C 3.92745 3.89619 -1.90038 -0.2917 -0.2657 0.0170
C 2.34715 3.02089 -0.14818 0.0305 -0.1008 -0.3342
O 2.68275 -0.78231 -2.65808 0.0722 0.0154 -0.2567
C 3.22235 -1.63991 -1.69148 0.3048 -0.6617 0.3424
C 4.08125 -0.84711 -0.70328 -0.1172 -0.1498 -0.3045
C 4.08185 -2.65681 -2.45948 -0.2341 0.2995 0.1709
C 2.09955 -2.36811 -0.94868 0.1180 0.2297 -0.1436
H 1.05855 -1.50421 -6.23068 -0.0881 -0.0601 -0.1116
H 2.11385 -1.38131 -4.80448 0.0366 -0.1643 0.0068
H 2.37525 -0.31611 -6.18038 0.1185 0.0475 -0.1095
H -0.39585 0.64199 -6.77028 -0.0638 -0.0332 -0.1187
H 1.00665 1.69019 -6.47328 0.1058 0.0679 -0.0925
H -0.47855 1.92589 -5.55208 -0.1338 0.0790 0.0761
H -1.14125 -0.97111 -5.00068 -0.0336 -0.0689 -0.0569
H -1.04715 0.22649 -3.69498 -0.1925 0.0872 0.1016
H -0.11545 -1.25361 -3.57598 -0.0308 -0.1848 0.1313
H 1.64885 3.58479 -3.47008 -0.0195 0.0719 -0.1618
H 1.40595 4.76329 -2.15928 -0.0196 0.0925 0.0431
H 0.56005 3.20739 -2.14248 -0.2125 -0.0487 0.0020
H 4.11605 3.94299 -2.97018 0.0451 0.0380 -0.1356
H 4.78035 3.41909 -1.42438 0.1128 -0.0598 0.0958
H 3.81645 4.90619 -1.51188 -0.0055 0.1314 0.0519
H 1.51485 2.33959 0.01372 -0.1100 -0.0530 0.0720
H 2.08775 4.00909 0.22502 -0.0030 0.1686 0.0894
H 3.21285 2.64489 0.39272 0.1334 -0.0181 0.1053
H 4.84495 -0.29831 -1.25158 0.0875 0.0671 0.0291
H 4.55365 -1.50621 0.02682 -0.0031 -0.0196 0.0446
H 3.44135 -0.12691 -0.20158 -0.0146 0.1586 0.2339
H 4.87925 -2.14491 -2.99248 0.1185 0.0800 -0.0505
H 3.45815 -3.16671 -3.19078 -0.0519 -0.0943 -0.0597
H 4.51515 -3.39201 -1.78458 0.0535 -0.0931 0.0834
H 1.45895 -1.63751 -0.46088 -0.1238 0.0309 0.1178
H 2.51205 -3.05291 -0.21138 0.0288 -0.1266 0.1387
H 1.48945 -2.92911 -1.65448 -0.0579 -0.0745 -0.0674
O -0.61515 -3.24661 1.73542 0.2454 -0.0986 -0.5312
C -1.28865 -2.12151 1.96502 -0.3251 -0.1887 0.6661
O -1.02345 -1.07631 1.43662 -0.1278 -0.9825 -0.2603
C -2.39965 -2.29511 2.99752 0.1553 0.1688 -0.2390
N -2.02665 -3.38361 3.91102 -0.1075 0.0864 0.2331
C -3.15255 -4.31301 4.03702 -0.2468 -0.2828 -0.1010
C -4.35705 -3.60261 3.41922 0.1790 -0.0146 0.0294
C -3.70815 -2.75201 2.32982 -0.0128 0.0111 0.0878
H -2.54745 -1.34121 3.51352 0.0975 -0.1281 -0.0483
H -1.73755 -3.00941 4.80372 0.0471 -0.0143 -0.0284
H -0.93265 -3.90351 2.38802 0.0929 0.2485 0.1685
H -3.31195 -4.60521 5.07542 0.0349 -0.0262 -0.0150
H -2.92585 -5.21901 3.46012 -0.1085 0.0017 0.1401
H -4.84425 -2.96551 4.15842 -0.0279 0.0400 0.0412
H -5.08695 -4.30451 3.02792 -0.1460 -0.0395 -0.0350
H -4.31275 -1.90561 2.01432 0.0068 0.0010 -0.0569
H -3.49315 -3.35611 1.44692 -0.0072 -0.0128 -0.0475
```
Positions in Å, forces in eV/Å.

Properties
2S+1: 2
Expectation value of S²: 0.7650
Gap between HOMO and LUMO (spin up / spin down) (hartree): 0.230 / 0.215
Total charge: -1
Relative energy (zero: lowest compared OMol25 entry of this formula, charge and spin) (kJ/mol): 86.2

Atom charges from the Löwdin analysis, given in e for atoms 1 to 2: -0.088 -0.255